# CH5FNO

A molecular structure, CH5FNO in a non-equilibrium geometry (the ωB97M-V functional and the def2-TZVPD basis, OMol25).

Geometry as XYZ:
```
9
Properties=species:S:1:pos:R:3:forces:R:3
C 0.034 -0.446 -0.539 -4.36 -2.56 2.41
N 0.606 0.717 0.086 4.46 1.16 -0.48
O -0.898 -1.199 0.870 3.81 0.99 -2.94
F -2.099 -0.577 0.767 -1.50 0.87 -0.07
H -0.908 -0.237 -1.155 1.90 -0.31 0.51
H 0.727 -1.266 -0.744 -0.23 0.49 -0.38
H 1.506 0.423 0.646 -2.30 0.53 -0.60
H -0.080 1.166 0.704 0.19 0.30 -0.08
H 1.111 1.419 -0.635 -1.97 -1.46 1.63
```
Forces are in eV/Å.

Computed properties:
Total charge: +1
E_HOMO (eV): -15.8
ΔE to the lowest compared entry with this formula, charge and spin (eV): 1.8628
F_max (eV Å⁻¹): 5.6
DFT total energy (eV): -7360.0611
HOMO-LUMO gap (eV): 10.8

=====

# CH5FeO2

A molecular structure, CH5FeO2 in a non-equilibrium geometry (the ωB97M-V functional and the def2-TZVPD basis, OMol25).

Geometry as XYZ:
```
9
Properties=species:S:1:pos:R:3:forces:R:3
O -0.847 2.030 -0.309 1.96 -4.87 0.05
Fe 0.544 1.509 1.749 -0.51 0.32 -0.98
H -0.687 2.576 -1.084 0.18 0.22 -0.24
C 0.261 -1.435 0.059 -0.36 -0.16 1.29
H -0.702 -1.625 -0.447 0.38 0.28 -0.35
H 1.055 -1.969 -0.487 0.02 0.22 -0.31
H 0.198 -1.877 1.069 0.24 0.30 -0.32
O 0.565 -0.068 0.098 -0.45 -0.93 -0.20
H -0.388 0.860 -0.648 -1.46 4.61 1.05
```
Forces are in eV/Å.

Computed properties:
Spin multiplicity: 7
Total charge: +1
E_HOMO (spin up / spin down) (eV): -12.8 / -16.2
F_max (eV Å⁻¹): 5.3
DFT total energy (eV): -39587.1281
HOMO-LUMO gap (spin up / spin down) (eV): 8.9 / 7.6
<S²>: 12.01

=====

# CH5INO

A gas-phase ion, CH5INO (charge +1) in a non-equilibrium geometry (the ωB97M-V functional and the def2-TZVPD basis, OMol25).

Geometry as XYZ:
```
9
Properties=species:S:1:pos:R:3:forces:R:3
C 0.366 0.643 0.270 0.52 -3.08 -0.67
N -0.819 -0.379 -0.599 -1.95 5.08 0.93
O 1.573 0.173 -0.172 -0.64 -2.29 2.49
I -0.152 0.278 2.272 0.09 0.01 0.26
H 0.226 1.654 0.044 -0.49 1.28 -0.90
H -0.962 -0.136 -1.605 -0.26 0.31 1.03
H -1.706 -0.350 0.023 1.72 -0.62 -1.73
H -0.314 -1.183 -0.635 1.30 -3.51 0.48
H 1.788 -0.701 0.401 -0.29 2.81 -1.89
```
Forces are in eV/Å.

Computed properties:
Total charge: +1
SMILES: [NH3+][C@H](O)I
E_HOMO (eV): -14.9
ΔE to the lowest compared entry with this formula, charge and spin (eV): 0.8328
F_max (eV Å⁻¹): 5.5
DFT total energy (eV): -12747.9926
HOMO-LUMO gap (eV): 10.5

=====

# CH5INO

2 unconnected molecules or ions with the total composition CH5INO in a non-equilibrium geometry (the ωB97M-V functional and the def2-TZVPD basis, OMol25).

Geometry as XYZ:
```
9
Properties=species:S:1:pos:R:3:forces:R:3
C -0.853 -0.204 0.069 -3.68 0.83 -3.20
N 0.578 -0.275 0.406 -0.73 0.73 0.52
O -1.546 0.476 0.997 -1.54 -0.28 0.39
I -1.599 -2.190 -0.423 0.36 0.63 0.26
H -1.181 0.760 -1.596 1.17 -1.74 2.97
H 0.904 0.693 0.442 0.35 0.14 0.35
H 0.982 -0.691 -0.438 0.57 -0.51 0.61
H 0.705 -0.751 1.353 0.22 0.33 -1.53
H -2.595 0.417 0.971 3.28 -0.12 -0.36
```
Forces are in eV/Å.

Computed properties:
Total charge: +1
E_HOMO (spin up / spin down) (eV): -13.8 / -13.8
ΔE to the lowest compared entry with this formula, charge and spin (eV): 3.6024
F_max (eV Å⁻¹): 4.9
DFT total energy (eV): -12745.2230
HOMO-LUMO gap (spin up / spin down) (eV): 8.6 / 8.6

=====

# CH5INP

2 unconnected molecules or ions with the total composition CH5INP in a non-equilibrium geometry (the ωB97M-V functional and the def2-TZVPD basis, OMol25).

Geometry as XYZ:
```
9
Properties=species:S:1:pos:R:3:forces:R:3
C 0.843 -0.424 0.167 1.56 -0.45 -3.31
N 0.011 0.519 0.743 -1.68 1.42 0.74
P -1.238 1.166 -0.135 1.54 -1.36 -2.67
I -2.912 -0.701 -0.454 0.15 0.16 0.16
H 1.537 0.096 -0.576 -0.70 -0.47 0.50
H 1.528 -0.892 0.810 0.42 -1.03 1.27
H 0.237 -1.105 -0.468 0.63 -0.13 0.84
H 0.224 0.882 1.651 0.00 0.12 0.24
H -0.231 0.459 -1.739 -1.91 1.73 2.24
```
Forces are in eV/Å.

Computed properties:
E_HOMO (eV): -8.9
ΔE to the lowest compared entry with this formula, charge and spin (eV): 2.4628
F_max (eV Å⁻¹): 3.7
DFT total energy (eV): -19995.9649
HOMO-LUMO gap (eV): 8.7

=====

# CH5N2O

2 unconnected molecules or ions with the total composition CH5N2O in a non-equilibrium geometry (the ωB97M-V functional and the def2-TZVPD basis, OMol25).

Geometry as XYZ:
```
9
Properties=species:S:1:pos:R:3:forces:R:3
O -1.830 0.291 -1.928 0.36 0.57 0.09
H -1.816 1.245 -1.795 -0.26 0.08 -0.21
N 0.072 -0.783 -0.190 -0.10 0.24 0.02
C 0.495 -0.263 0.949 0.33 0.76 -0.86
N 1.719 0.197 1.187 -0.22 -0.93 0.46
H 0.911 -0.870 -0.764 0.11 -0.09 -0.12
H -1.065 0.041 -1.333 -0.29 -0.84 0.23
H -0.311 -0.070 1.674 0.03 -0.38 0.31
H 1.823 0.212 2.200 0.04 0.59 0.08
```
Forces are in eV/Å.

Computed properties:
Total charge: -1
E_HOMO (eV): -2.8
ΔE to the lowest compared entry with this formula, charge and spin (eV): 0.1885
F_max (eV Å⁻¹): 1.2
DFT total energy (eV): -6146.1107
HOMO-LUMO gap (eV): 7.5

=====

# CH5N2O

A gas-phase ion, CH5N2O (charge +1) in a non-equilibrium geometry (the ωB97M-V functional and the def2-TZVPD basis, OMol25).

Geometry as XYZ:
```
9
Properties=species:S:1:pos:R:3:forces:R:3
C -0.051 0.405 0.000 1.00 2.38 -0.41
N 1.295 -0.170 0.049 -0.33 -0.97 -1.07
N -0.980 -0.380 -0.075 -1.87 -2.78 0.19
O -2.248 0.027 -0.108 0.95 2.46 -0.11
H 0.093 1.495 0.000 -1.03 -0.19 0.02
H 1.669 0.393 0.787 1.25 -0.47 1.17
H 1.278 -1.245 0.194 0.35 2.12 -0.28
H 1.780 0.182 -0.807 -0.03 -1.09 0.47
H -2.835 -0.708 -0.040 -0.29 -1.45 0.01
```
Forces are in eV/Å.

Computed properties:
Total charge: +1
SMILES: [NH3+]/C=N/O
E_HOMO (eV): -15.7
ΔE to the lowest compared entry with this formula, charge and spin (eV): 2.9363
F_max (eV Å⁻¹): 3.4
DFT total energy (eV): -6136.1451
HOMO-LUMO gap (eV): 11.7

=====

# CH5N2O2

A gas-phase ion, CH5N2O2 (charge +1) in a non-equilibrium geometry (the ωB97M-V functional and the def2-TZVPD basis, OMol25).

Geometry as XYZ:
```
10
Properties=species:S:1:pos:R:3:forces:R:3
C 0.071 -0.896 -0.856 -2.51 -1.03 -0.89
N 0.510 0.375 1.136 -0.51 2.06 0.45
N -0.164 0.267 0.031 1.54 -3.47 0.56
O 0.359 1.338 1.853 -0.22 0.12 0.03
O -0.934 1.217 -0.419 0.44 0.24 -1.82
H -0.821 -1.149 -1.524 0.75 0.84 1.42
H 0.352 -1.840 -0.406 -0.16 0.23 1.09
H 0.820 -0.708 -1.536 1.87 1.05 -1.43
H 1.244 -0.283 1.485 -0.63 -0.61 -1.11
H -1.436 1.680 0.234 -0.58 0.58 1.70
```
Forces are in eV/Å.

Computed properties:
Total charge: +1
SMILES: CN(O)[NH+]=O
E_HOMO (eV): -16.2
ΔE to the lowest compared entry with this formula, charge and spin (eV): 3.5792
F_max (eV Å⁻¹): 3.8
DFT total energy (eV): -8180.7174
HOMO-LUMO gap (eV): 10.0

=====

What is the DFT total energy in the eighth record?
-8180.7174 eV

=====

The lowest F_max belongs to which entry?
number 6